# 1
A cluster of 2 separate species, C5H8O in total at a distorted geometry. Source: the Open Molecules 2025 dataset; level of theory: ωB97M-V/def2-TZVPD.

## Properties
* HOMO energy: -8.25 eV
* relative energy (zero: lowest compared OMol25 entry of this formula, charge and spin): 628.1 kJ/mol
* Kohn-Sham gap: 0.3003 Eh
* LUMO energy: -0.1 eV

Positions of all 14 atoms, in Å:
O: -1.8915 -0.6073 -0.8879
C: -1.3688 1.3677 0.2161
C: 1.8799 -0.5725 0.8304
C: 1.3079 -0.5986 -0.6413
C: -1.6689 0.0880 0.2589
C: 1.5402 0.6648 0.2279
H: -1.7793 -0.5458 1.2291
H: -1.8705 -0.0857 -1.6716
H: 1.9529 -0.9240 -1.3504
H: 2.9065 -0.9386 0.7928
H: -1.3486 2.0156 1.0970
H: 1.3086 -1.0903 1.5855
H: 0.2586 -0.6801 -0.8758
H: -1.2269 1.9069 -0.8107

---

# 2
A cluster of 10 separate species, C37H56N10O3 in total at a distorted geometry. Source: the Open Molecules 2025 dataset; level of theory: ωB97M-V/def2-TZVPD.

## Properties
* HOMO energy: -7.83 eV
* relative energy (zero: lowest compared OMol25 entry of this formula, charge and spin): 373.3 kJ/mol
* Kohn-Sham gap: 0.2904 Eh
* LUMO energy: 0.1 eV

Positions of all 106 atoms, in Å:
O: 4.1351 4.8514 -0.8399
O: -3.8533 1.9921 -3.7543
O: 1.1898 -0.7329 1.0823
N: 1.3281 5.3876 5.5610
N: -1.7877 -6.2516 -3.3134
N: -5.7334 1.8372 -5.0062
N: 3.3607 3.4130 -5.9900
N: -0.7096 0.1940 0.2764
N: -5.9706 3.1376 4.8641
N: 4.5912 -2.4979 5.1203
N: -4.2933 -3.2615 5.6454
N: 2.1495 4.6759 0.3225
N: 5.9044 -5.4712 -6.5357
C: 2.2301 4.5477 6.1727
C: 6.1631 -4.2467 -7.0244
C: -7.0817 2.9876 2.9617
C: -0.9172 -7.2583 -3.6615
C: 4.0819 -4.2393 -6.2881
C: 0.2454 3.5713 6.2599
C: -6.5313 2.2647 4.0105
C: -4.9524 1.4871 -4.0107
C: -2.9612 -3.0006 5.7231
C: -6.9251 4.3323 3.3125
C: 1.6024 3.3777 6.5535
C: -0.1408 -7.6316 -2.5085
C: 6.0210 -3.3219 6.6338
C: 2.1831 2.8505 -6.3704
C: 0.1064 4.8179 5.7351
C: 3.5834 2.5296 -8.0671
C: -1.2555 0.4633 1.5891
C: -5.4473 2.9478 -5.9054
C: -4.5618 -4.0999 4.5968
C: -5.4535 0.4321 -3.1054
C: 4.7682 -3.1596 7.2201
C: -0.4884 -6.7186 -1.5222
C: 0.9720 -0.6846 -1.2719
C: -3.3357 -4.4363 4.0239
C: 4.1881 3.7986 1.2481
C: -6.1694 4.4107 4.4479
C: 3.8852 -2.6228 6.3012
C: 4.2975 3.1125 -6.9479
C: 5.8569 -2.8695 5.3314
C: 4.5599 -5.5257 -6.1065
C: 3.4328 4.5515 0.1277
C: 2.2043 2.3721 -7.6876
C: -2.3626 -3.8263 4.7826
C: 5.0735 -3.4436 -6.7953
C: -1.4595 -5.8912 -2.0385
C: 0.4895 -0.4275 0.1343
C: 1.2617 5.1526 -0.7175
H: -5.9651 2.9627 -6.8645
H: 2.8570 -2.3164 6.4248
H: 2.1068 2.5108 6.9543
H: -7.4002 5.1894 2.8586
H: 6.4644 -6.3020 -6.6625
H: 1.3138 2.9426 -5.7361
H: 4.0081 2.1160 -8.9699
H: 4.6278 2.9074 0.8003
H: -2.4318 -5.8376 -3.9720
H: -2.0222 -5.0651 -1.6294
H: 3.5917 3.9117 -5.1427
H: -1.5227 1.5156 1.6865
H: -2.1862 -0.1009 1.6491
H: 6.5425 -2.8180 4.4985
H: 7.1225 -3.9853 -7.4458
H: 0.8472 4.3060 -1.2648
H: 4.4687 -3.4415 8.2187
H: 0.6373 -8.3791 -2.4613
H: 3.9992 -6.3764 -5.7483
H: -4.6478 -0.2889 -2.9670
H: 0.4480 5.6387 -0.1792
H: 4.1767 -2.1994 4.2490
H: -0.6176 0.1241 2.4053
H: 1.4731 6.3015 5.1562
H: -0.9755 -7.6623 -4.6614
H: -1.0883 0.5492 -0.5899
H: 4.8594 -2.3998 -6.9713
H: -3.2361 -5.1487 3.2183
H: 1.3630 2.0107 -8.2604
H: 3.4752 3.6070 2.0500
H: -4.9830 -2.8420 6.2524
H: -6.3166 -0.1147 -3.4852
H: 5.3330 3.3788 -6.7961
H: -5.7387 0.8885 -2.1576
H: -1.3232 -3.9727 4.5285
H: -7.6028 2.5813 2.1074
H: -5.4454 2.8570 5.6799
H: 6.8934 -3.7416 7.1126
H: 1.8491 5.7590 -1.4070
H: 3.0639 -3.9515 -6.0709
H: -6.7071 1.5828 -4.9204
H: 3.2790 4.8014 6.2157
H: -2.5559 -2.3004 6.4386
H: 2.0423 -0.4904 -1.3416
H: -4.3792 3.0252 -6.1083
H: 0.4447 -0.0290 -1.9649
H: -5.6571 5.2331 4.9250
H: -0.5865 2.8932 6.3805
H: 0.6543 -1.6789 -1.5855
H: -5.8533 3.8554 -5.4588
H: 1.8250 4.2886 1.1970
H: 0.0027 -6.7058 -0.5603
H: -5.5862 -4.3582 4.3727
H: 4.9237 4.3812 1.8028
H: -0.8012 5.3044 5.4096
H: -6.5381 1.2055 4.2210

---

# 3
A cluster of 2 separate species, C5H11NO in total at a distorted geometry. Source: the Open Molecules 2025 dataset; level of theory: ωB97M-V/def2-TZVPD.

## Properties
* HOMO energy: -8.11 eV
* relative energy (zero: lowest compared OMol25 entry of this formula, charge and spin): 207.8 kJ/mol
* Kohn-Sham gap: 0.3327 Eh
* LUMO energy: 0.9 eV

Positions of all 18 atoms, in Å:
O: -2.7773 0.1489 1.4191
N: 1.8694 -1.0259 -0.2684
C: 0.0428 -1.5651 -1.9014
C: 0.6618 -0.6926 -0.8385
C: 0.5691 1.4603 0.4238
C: 0.0268 0.4447 -0.5022
C: 0.3653 1.6460 1.7283
H: 0.7135 2.5532 2.2020
H: 1.8813 -0.9087 0.7328
H: 2.4033 -1.8137 -0.5556
H: -2.9437 0.9482 1.8810
H: 1.1183 2.2941 -0.0239
H: -2.3569 0.3274 0.5700
H: -0.2462 0.9818 2.3263
H: -0.9554 0.7259 -0.8620
H: -0.8046 -2.0631 -1.4199
H: 0.7330 -2.3848 -2.1082
H: -0.3004 -1.0768 -2.8031

---

- Which of these has the highest relative energy (zero: lowest compared OMol25 entry of this formula, charge and spin)?
  C5H8O